(1)
Computed, not measured: C6H11NO as an isolated structure at a distorted geometry, with ωB97M-V with the def2-TZVPD basis set.

Values from the calculation:
**HOMO-LUMO gap (alpha / beta)**: 7.5 / 7.5 eV
**Energy above the lowest of the compared OMol25 structures with the same formula, charge and spin**: 118.61 kcal per mole
**Multiplicity**: 1
**E_LUMO (alpha / beta)**: -0.016 / -0.016 eV
**E_HOMO (alpha / beta)**: -7.512 / -7.515 eV

Geometry as XYZ:
```
19
C6H11NO ωB97M-V with the def2-TZVPD basis set
O -1.88 0.18 0.87
N 2.22 -0.12 -1.45
C -0.44 -1.62 0.43
C -0.80 -0.19 0.07
C 0.56 0.89 0.50
C -1.06 0.05 -1.40
C 2.08 -0.05 -0.26
C 0.74 1.16 1.81
H 0.36 -1.99 -0.20
H -1.80 -0.66 -1.77
H 3.00 -0.11 -2.09
H -0.14 -0.08 -1.98
H -1.31 -2.25 0.30
H 0.81 0.37 2.55
H -2.08 1.11 0.72
H -1.44 1.06 -1.56
H 0.85 2.18 2.15
H -0.12 -1.66 1.47
H 0.46 1.75 -0.16
```

Atomic partial charges in e from the natural (NBO) method, atoms 1 to 8: -0.710, -0.774, -0.647, 0.336, -0.322, -0.660, 0.360, -0.381


(2)
Computed, not measured: a 2-piece molecular cluster, C4H14N2O2 overall at a distorted geometry, with ωB97M-V with the def2-TZVPD basis set.

Values from the calculation:
**SMILES**: NC[C@H](N)CCO.O
**HOMO-LUMO gap**: 10.1 eV
**Energy above the lowest of the compared OMol25 structures with the same formula, charge and spin**: 27.86 kcal per mole
**Multiplicity**: 1
**E_LUMO**: 0.883 eV
**E_HOMO**: -9.261 eV

Geometry as XYZ:
```
22
C4H14N2O2 ωB97M-V with the def2-TZVPD basis set
O -1.81 -4.07 1.29
O 2.28 -1.57 -1.45
N -0.60 2.76 -1.26
N -1.04 0.33 1.32
C -0.05 2.27 0.00
C 1.05 -0.04 0.02
C 0.99 -1.20 -0.95
C -0.32 0.74 0.10
H -0.13 2.31 -2.05
H 0.58 -2.12 -0.52
H -1.74 1.02 1.51
H 1.03 2.42 0.10
H -0.33 3.73 -1.43
H -1.84 -3.21 1.65
H -0.89 0.38 -0.74
H 2.89 -1.69 -0.72
H 1.39 -0.37 1.00
H -0.43 0.22 2.10
H -0.53 2.80 0.82
H 0.42 -0.89 -1.82
H -2.69 -4.45 1.40
H 1.79 0.64 -0.38
```

Atomic partial charges in e from the natural (NBO) method, atoms 1 to 8: -0.940, -0.726, -0.827, -0.837, -0.225, -0.432, -0.059, -0.052


(3)
Computed, not measured: C21H15BF2N6O3Se2W as an isolated structure at a distorted geometry, with ωB97M-V with the def2-TZVPD basis set.

Values from the calculation:
**HOMO-LUMO gap**: 5.7 eV
**Energy above the lowest of the compared OMol25 structures with the same formula, charge and spin**: 20.84 kcal per mole
**Multiplicity**: 1
**E_LUMO**: -2.350 eV
**E_HOMO**: -8.087 eV

Geometry as XYZ:
```
51
C21H15BF2N6O3Se2W ωB97M-V with the def2-TZVPD basis set
W -0.49 -0.72 1.71
Se -2.03 -2.32 5.64
Se -3.42 -3.55 2.62
F 0.46 -3.16 0.06
F 0.96 -2.24 2.15
O 2.22 -1.71 0.12
O 4.51 -1.55 -1.33
O -2.23 0.41 1.58
N -4.16 -3.82 1.04
N -0.05 0.93 0.97
N -2.17 -2.47 1.96
N -1.60 -1.54 -0.03
N -0.86 2.01 0.77
N -0.52 -0.64 3.76
C -5.47 4.09 0.55
C 4.06 -0.47 -0.62
C 3.17 1.79 0.71
C 4.77 0.71 -0.70
C -2.06 1.60 1.08
C -3.73 -2.96 -1.27
C 4.91 -2.68 -0.56
C -2.41 -2.37 0.67
C -2.90 -2.13 -1.95
C 4.33 1.85 -0.04
C -3.50 -3.11 0.14
C -4.48 2.06 1.37
C 1.17 0.67 1.60
C -1.84 -1.42 -1.30
C -5.59 2.87 1.20
C 2.42 0.61 0.80
C -4.23 4.50 0.07
C -3.12 3.69 0.24
C -3.24 2.47 0.89
C 2.87 -0.52 0.13
C -1.11 -1.30 4.55
B 0.98 -2.03 0.66
H -2.15 4.00 -0.13
H 4.05 -3.27 -0.25
H -4.56 1.11 1.88
H 5.48 -2.37 0.32
H -6.34 4.72 0.42
H -3.02 -1.99 -3.01
H 5.56 -3.27 -1.21
H 4.90 2.77 -0.10
H 2.82 2.67 1.24
H -6.56 2.55 1.58
H 1.30 1.22 2.54
H 5.68 0.72 -1.30
H -4.54 -3.50 -1.75
H -4.14 5.45 -0.43
H -1.19 -0.75 -1.86
```

Atomic partial charges in e from the natural (NBO) method, atoms 1 to 8: 1.497, -0.135, 1.143, -0.526, -0.470, -0.698, -0.516, -0.702


(4)
Computed, not measured: a 2-piece molecular cluster, C5H12NO overall at a distorted geometry, with ωB97M-V with the def2-TZVPD basis set.

Values from the calculation:
**HOMO-LUMO gap**: 10.9 eV
**Energy above the lowest of the compared OMol25 structures with the same formula, charge and spin**: 81.22 kcal per mole
**Multiplicity**: 1
**E_LUMO**: -3.661 eV
**E_HOMO**: -14.556 eV
**Net charge**: +1

Geometry as XYZ:
```
19
C5H12NO ωB97M-V with the def2-TZVPD basis set
O 1.54 -0.12 -0.95
N -0.96 0.36 -0.33
C -1.40 1.30 0.81
C 0.68 -1.62 0.73
C -2.08 -0.53 -0.85
C 0.73 -0.67 -0.14
C 2.75 0.34 -0.31
H -0.61 0.82 -1.09
H -2.12 2.02 0.53
H 3.58 0.01 -0.91
H -2.58 -0.87 -0.02
H 1.57 -2.10 1.02
H -1.66 -1.14 -1.58
H -0.55 1.87 1.19
H -0.19 -2.05 1.21
H -1.69 0.66 1.60
H 2.91 0.10 0.70
H 2.77 1.40 -0.37
H -2.71 0.23 -1.25
```

Atomic partial charges in e from the natural (NBO) method, atoms 1 to 8: -0.471, -0.427, -0.414, -0.530, -0.395, 0.602, -0.263, 0.385


(5)
Computed, not measured: one molecule with the formula C4H6N4 at a distorted geometry, with ωB97M-V with the def2-TZVPD basis set.

Values from the calculation:
**SMILES**: CN1CN=N[C@H]1C#N
**HOMO-LUMO gap**: 10.2 eV
**Energy above the lowest of the compared OMol25 structures with the same formula, charge and spin**: 81.21 kcal per mole
**Multiplicity**: 1
**E_LUMO**: 0.593 eV
**E_HOMO**: -9.628 eV

Geometry as XYZ:
```
14
C4H6N4 ωB97M-V with the def2-TZVPD basis set
N -2.76 2.05 -2.05
N -0.11 2.08 1.54
N -0.02 0.70 -0.30
N -1.15 2.24 1.00
C -1.35 1.26 -0.09
C 0.04 -0.68 -0.76
C 0.70 1.07 0.91
C -1.97 1.72 -1.28
H 1.79 1.42 0.75
H 0.78 0.24 1.69
H -0.15 -1.21 0.09
H -0.58 -0.85 -1.56
H 1.01 -0.78 -1.05
H -2.12 0.44 0.44
```

Atomic partial charges in e from the natural (NBO) method, atoms 1 to 8: -0.256, -0.085, -0.433, -0.081, -0.067, -0.393, -0.132, 0.250


(6)
Computed, not measured: one molecule with the formula C4H5NO2 at a distorted geometry, with ωB97M-V with the def2-TZVPD basis set.

Values from the calculation:
**SMILES**: O=C1COC=CN1
**HOMO-LUMO gap**: 9.2 eV
**Energy above the lowest of the compared OMol25 structures with the same formula, charge and spin**: 77.11 kcal per mole
**Multiplicity**: 1
**E_LUMO**: 0.561 eV
**E_HOMO**: -8.640 eV

Geometry as XYZ:
```
12
C4H5NO2 ωB97M-V with the def2-TZVPD basis set
O 2.53 0.04 0.00
O -0.98 -1.10 -0.20
N 0.55 1.07 -0.27
C 0.48 -1.26 -0.02
C -1.59 0.03 0.11
C 1.23 -0.08 -0.14
C -0.90 1.16 0.00
H 0.94 -2.26 -0.58
H -1.38 2.17 -0.15
H 1.24 1.91 0.34
H 0.59 -1.54 1.01
H -2.70 -0.15 -0.11
```

Atomic partial charges in e from the natural (NBO) method, atoms 1 to 8: -0.628, -0.498, -0.598, -0.180, 0.096, 0.598, -0.155, 0.255


(7)
Computed, not measured: a 2-piece molecular cluster, C2H7N2OS overall at a distorted geometry, with ωB97M-V with the def2-TZVPD basis set.

Values from the calculation:
**HOMO-LUMO gap (alpha / beta)**: 5.6 / 5.7 eV
**Energy above the lowest of the compared OMol25 structures with the same formula, charge and spin**: 56.57 kcal per mole
**<S²>**: 2.0061
**Multiplicity**: 3
**E_LUMO (alpha / beta)**: -3.284 / -7.990 eV
**E_HOMO (alpha / beta)**: -8.868 / -13.725 eV
**Net charge**: +1

Geometry as XYZ:
```
13
C2H7N2OS ωB97M-V with the def2-TZVPD basis set
S 2.96 0.65 -0.09
O 0.37 0.44 -0.15
N 1.53 -1.60 -0.07
N -2.33 0.97 -0.07
C -1.56 -0.07 0.11
C 1.43 -0.21 -0.04
H 2.58 1.97 -0.07
H 2.34 -2.12 0.29
H -2.62 1.73 0.64
H -2.42 1.33 -0.99
H -1.39 -0.34 1.15
H -1.48 -0.71 -0.74
H 0.58 -2.05 0.04
```

Atomic partial charges in e from the natural (NBO) method, atoms 1 to 8: 0.619, -0.684, -0.815, -0.687, 0.156, 0.114, 0.175, 0.414


(8)
Computed, not measured: C14H21CuN5O2S3 as an isolated structure, with ωB97M-V with the def2-TZVPD basis set.

Values from the calculation:
**HOMO-LUMO gap**: 5.9 eV
**Energy above the lowest of the compared OMol25 structures with the same formula, charge and spin**: 8.19 kcal per mole
**Multiplicity**: 1
**E_LUMO**: 2.601 eV
**E_HOMO**: -3.276 eV
**Net charge**: -1

Geometry as XYZ:
```
46
C14H21CuN5O2S3 ωB97M-V with the def2-TZVPD basis set
Cu 0.08 -1.83 -1.56
S -2.40 -1.40 -1.17
S -0.12 -4.91 -1.99
S -0.88 -2.01 1.90
O 0.22 -6.11 -2.78
O 0.40 -2.20 1.15
N 0.29 -3.58 -2.46
N -3.39 0.96 -1.82
N 2.15 -1.24 -1.02
N 0.00 0.26 -1.37
N -1.14 0.99 -1.52
C -3.36 2.22 -2.54
C -2.24 0.26 -1.53
C 3.21 -2.02 -0.91
C -0.80 0.42 3.17
C -0.37 -1.89 3.64
C 1.03 0.87 -0.90
C -3.22 3.43 -1.62
C 4.60 -0.18 -0.32
C 4.46 -1.54 -0.55
C 1.04 2.30 -0.44
C 0.24 -0.50 3.79
C 2.26 0.07 -0.79
C -1.24 -0.22 1.85
C 3.49 0.64 -0.44
H 1.66 2.92 -1.08
H 5.56 0.24 -0.05
H -2.27 3.38 -1.09
H -3.26 4.35 -2.19
H 1.43 2.38 0.58
H 1.17 -0.46 3.23
H 3.04 -3.07 -1.13
H 0.02 2.69 -0.46
H 5.30 -2.22 -0.46
H -4.30 2.30 -3.09
H 0.46 -0.25 4.83
H -1.26 -2.01 4.27
H -0.63 0.10 1.00
H -0.43 1.44 3.01
H 3.58 1.70 -0.27
H -2.54 2.21 -3.26
H -4.02 3.44 -0.88
H -1.66 0.50 3.85
H -2.28 -0.06 1.58
H -4.17 0.34 -1.99
H 0.31 -2.72 3.82
```

Atomic partial charges in e from the natural (NBO) method, atoms 1 to 8: 0.836, -0.426, 1.284, 1.273, -1.007, -1.000, -1.180, -0.630


Here are the calculated energy numbers, same order: -365.0425 -420.7607 -6458.1504 -327.3302 -374.9319 -360.5465 -662.8855 -3805.4238 (Eh).